(1)
Molecular formula: C26H26N5NdO5PS
Method: DFT, ωB97M-V/def2-TZVPD

<S²>	3.753
Kohn-Sham gap (alpha / beta)	7.1 / 7.1	eV
charge	-1
HOMO energy (alpha / beta)	-4.6 / -4.6	eV
LUMO level (alpha / beta)	2.5 / 2.5	eV
multiplicity	4

Each line ends with the Mulliken spin population.
Geometry (Å):
Nd: -0.714 -1.637 -0.380  3.0136
N: -3.168 -5.498 -1.540  -0.0006
C: -2.512 -4.283 -1.582  0.0010
S: -0.803 -4.323 -1.252  -0.0083
N: -3.291 -3.289 -1.900  -0.0007
N: -2.750 -2.005 -1.792  -0.0013
C: -3.429 -1.139 -2.448  -0.0008
C: -3.263 0.311 -2.441  0.0054
C: -3.981 1.041 -3.396  -0.0002
C: -3.944 2.420 -3.448  0.0006
C: -3.183 3.098 -2.490  0.0000
C: -2.481 2.407 -1.528  0.0006
C: -2.480 0.995 -1.479  -0.0020
O: -1.781 0.361 -0.587  0.0016
H: -2.583 -6.309 -1.643  -0.0001
H: -4.066 -5.514 -1.996  0.0001
H: -4.243 -1.530 -3.061  -0.0004
H: -4.584 0.490 -4.111  -0.0001
H: -4.499 2.960 -4.203  0.0001
H: -3.138 4.181 -2.505  0.0000
H: -1.885 2.931 -0.790  0.0000
C: 2.573 -3.868 3.199  0.0001
C: 1.693 -3.173 2.210  -0.0004
N: 1.939 -3.133 0.955  -0.0009
O: 3.071 -3.848 0.600  0.0001
C: 0.453 -2.451 2.621  0.0005
C: 0.324 -1.746 3.930  -0.0009
N: -0.437 -2.422 1.707  -0.0013
O: -1.510 -1.627 1.774  -0.0032
H: 2.656 -4.926 2.946  0.0000
H: 2.180 -3.773 4.210  0.0000
H: 3.584 -3.457 3.161  0.0000
H: 3.265 -3.484 -0.288  0.0000
H: 1.280 -1.315 4.237  -0.0001
H: -0.015 -2.418 4.723  0.0000
H: -0.417 -0.955 3.819  0.0001
O: 3.349 -1.965 -1.509  -0.0006
C: 2.448 -1.219 -1.148  -0.0007
O: 1.213 -1.290 -1.522  0.0014
C: 2.718 -0.097 -0.129  0.0001
P: 1.062 0.618 0.218  0.0012
C: 1.259 1.654 1.707  -0.0020
C: 0.079 2.026 2.355  -0.0013
C: 0.122 2.772 3.524  0.0003
C: 1.347 3.135 4.073  -0.0001
C: 2.525 2.754 3.446  0.0000
C: 2.479 2.019 2.268  -0.0002
C: 1.005 1.898 -1.114  -0.0006
C: 1.344 3.229 -0.865  0.0000
C: 1.293 4.183 -1.874  0.0000
C: 0.903 3.821 -3.155  -0.0001
C: 0.567 2.500 -3.415  0.0008
C: 0.613 1.551 -2.406  -0.0006
H: 3.433 0.616 -0.543  0.0001
H: 3.150 -0.553 0.764  -0.0002
H: -0.873 1.712 1.937  -0.0002
H: -0.799 3.056 4.015  0.0000
H: 1.383 3.705 4.992  0.0000
H: 3.481 3.030 3.873  0.0000
H: 3.403 1.733 1.780  0.0000
H: 1.639 3.538 0.129  0.0000
H: 1.555 5.210 -1.653  0.0000
H: 0.854 4.563 -3.943  0.0000
H: 0.243 2.204 -4.404  0.0000
H: 0.346 0.527 -2.634  -0.0002

---

(2)
Molecular formula: C26H27AuBF2N6O2P
Method: DFT, ωB97M-V/def2-TZVPD

Kohn-Sham gap	4.7	eV
charge	0
HOMO energy	-6.2	eV
LUMO level	-1.5	eV
relative energy (zero: lowest compared OMol25 entry of this formula, charge and spin)	1.8587	eV
multiplicity	1

Each line ends with the Löwdin charge.
Geometry (Å):
Au: 0.486 1.421 0.395  0.7185
C: 4.048 1.100 -0.122  -0.1935
N: 2.897 1.966 -0.052  -0.0571
C: 3.015 3.226 -0.153  -0.1222
C: 1.863 4.083 -0.043  -0.3519
C: 1.754 5.470 -0.109  -0.0778
C: 0.395 5.766 0.067  -0.1225
C: -0.253 4.546 0.231  -0.2094
N: 0.625 3.530 0.161  -0.1228
C: 3.844 -0.003 -1.135  -0.2221
C: 3.357 0.280 -2.406  -0.0393
C: 3.170 -0.735 -3.332  -0.0843
C: 3.462 -2.051 -2.997  -0.1023
C: 3.939 -2.346 -1.729  -0.1001
C: 4.127 -1.325 -0.805  -0.0573
H: 4.191 0.641 0.862  0.1030
H: 4.961 1.672 -0.351  0.1191
H: 3.996 3.694 -0.315  0.1245
H: 2.563 6.166 -0.270  0.0909
H: -0.066 6.741 0.072  0.0787
H: -1.307 4.357 0.386  0.0733
H: 3.100 1.301 -2.662  0.1164
H: 2.777 -0.501 -4.312  0.1056
H: 3.306 -2.843 -3.719  0.0999
H: 4.156 -3.371 -1.453  0.1003
H: 4.489 -1.559 0.191  0.1085
C: -5.008 0.302 1.313  -0.1989
N: -4.010 -0.746 1.099  -0.1549
C: -4.100 -1.208 -0.286  -0.1950
N: -3.987 -0.143 -1.276  -0.1548
C: -4.989 0.879 -0.984  -0.1973
N: -4.910 1.415 0.374  -0.1579
C: -3.677 2.188 0.576  -0.3252
P: -2.142 1.167 0.333  0.9564
C: -2.665 -0.256 1.406  -0.3282
C: -2.637 0.431 -1.296  -0.3154
H: -4.914 0.682 2.332  0.1245
H: -5.998 -0.146 1.199  0.1245
H: -5.071 -1.692 -0.417  0.1243
H: -3.316 -1.947 -0.466  0.1234
H: -5.978 0.432 -1.110  0.1245
H: -4.884 1.697 -1.698  0.1254
H: -3.674 2.611 1.584  0.0862
H: -3.658 3.023 -0.129  0.0824
H: -2.629 0.059 2.453  0.0906
H: -1.948 -1.074 1.288  0.0687
H: -1.905 -0.322 -1.592  0.0662
H: -2.597 1.222 -2.050  0.0923
O: 0.497 -1.138 -1.631  0.1587
C: 0.646 -1.547 -0.538  -0.3858
N: 0.732 -0.697 0.623  0.0854
C: 0.779 -1.453 1.654  -0.2651
O: 0.702 -0.997 2.898  0.2609
C: 0.784 -2.889 1.334  -0.0795
C: 0.830 -4.031 2.107  0.0169
C: 0.809 -5.253 1.438  -0.0534
C: 0.742 -5.315 0.054  -0.0487
C: 0.688 -4.154 -0.715  0.0168
C: 0.709 -2.953 -0.048  -0.0863
H: 0.880 -3.980 3.186  0.1240
H: 0.844 -6.172 2.007  0.1104
H: 0.728 -6.283 -0.430  0.1107
H: 0.633 -4.185 -1.795  0.1284
F: 1.028 0.508 4.605  0.2936
B: 1.388 0.080 3.418  -0.8023
F: 2.378 0.661 2.781  0.2772

---

(3)
Molecular formula: C26H27BCl2F7IrN2O5S
Method: DFT, ωB97M-V/def2-TZVPD

Kohn-Sham gap (alpha / beta)	7.1 / 7.1	eV
charge	0
HOMO energy (alpha / beta)	-8.4 / -8.4	eV
LUMO level (alpha / beta)	-1.4 / -1.4	eV
relative energy (zero: lowest compared OMol25 entry of this formula, charge and spin)	1.8292	eV
multiplicity	1

Each line ends with the Löwdin charge.
Geometry (Å):
Ir: 0.949 1.432 -0.732  1.5564
C: 2.983 -4.675 1.945  -0.0369
C: 2.065 -3.731 2.737  -0.5567
C: 0.774 -4.478 3.075  -0.0621
C: 2.750 -3.312 4.046  -0.0342
C: 1.804 -2.487 1.898  -0.1264
C: 2.870 -1.719 1.433  0.0318
C: 2.636 -0.625 0.632  -0.0534
N: 1.400 -0.268 0.283  -0.0544
C: 0.349 -0.956 0.749  -0.1512
C: 0.525 -2.062 1.556  0.0780
C: -0.966 -0.420 0.339  -0.1570
C: -2.174 -1.060 0.529  0.0771
C: -3.361 -0.455 0.128  -0.1259
C: -3.262 0.789 -0.493  0.0336
C: -2.030 1.381 -0.661  -0.0358
N: -0.913 0.784 -0.241  -0.0507
C: -4.728 -1.090 0.352  -0.5567
C: -5.360 -1.385 -1.017  -0.0343
C: -5.608 -0.103 1.135  -0.0370
C: -4.631 -2.392 1.148  -0.0619
H: 3.134 -5.598 2.506  0.0894
H: 3.961 -4.228 1.763  0.0808
H: 2.540 -4.926 0.979  0.0966
H: 1.017 -5.374 3.647  0.0893
H: 0.246 -4.791 2.171  0.0915
H: 0.106 -3.866 3.685  0.0892
H: 2.935 -4.195 4.661  0.0902
H: 2.117 -2.624 4.611  0.0957
H: 3.706 -2.818 3.862  0.0825
H: 3.890 -1.964 1.692  0.1229
H: 3.438 -0.008 0.254  0.1280
H: -0.347 -2.584 1.919  0.1072
H: -2.179 -2.036 0.989  0.1071
H: -4.142 1.313 -0.838  0.1223
H: -1.911 2.358 -1.112  0.1190
H: -5.513 -0.470 -1.592  0.0835
H: -6.330 -1.867 -0.880  0.0901
H: -4.723 -2.051 -1.601  0.0948
H: -5.781 0.818 0.579  0.0799
H: -5.141 0.158 2.087  0.0973
H: -6.578 -0.561 1.340  0.0899
H: -4.062 -3.152 0.606  0.0889
H: -5.633 -2.787 1.319  0.0895
H: -4.167 -2.225 2.123  0.0917
Cl: 3.403 7.513 -3.972  0.6655
C: 2.521 6.199 -3.245  -0.6585
C: 1.122 6.148 -3.372  -0.0978
C: 0.429 5.111 -2.824  -0.5578
Cl: -1.295 5.041 -2.992  0.7236
C: 1.063 4.078 -2.079  -0.3335
O: 0.321 3.150 -1.574  -0.2093
C: 2.472 4.169 -1.952  -0.1178
C: 3.233 3.228 -1.217  -0.1436
O: 2.822 2.315 -0.479  -0.1130
C: 3.178 5.238 -2.555  -0.0557
H: 0.588 6.931 -3.893  0.1131
H: 4.322 3.329 -1.298  0.1488
H: 4.251 5.309 -2.429  0.1200
F: 1.002 -1.840 -4.938  0.1434
C: 1.490 -0.617 -4.737  -0.6779
F: 0.744 0.257 -5.412  0.1441
F: 2.735 -0.568 -5.208  0.1440
S: 1.472 -0.233 -2.946  0.4801
O: 2.107 -1.360 -2.321  -0.2728
O: 0.058 -0.049 -2.627  -0.3180
O: 2.185 1.048 -2.838  -0.3227
F: 1.335 4.327 1.845  0.1515
B: 0.624 3.247 2.322  -1.1671
F: -0.720 3.507 2.494  0.1484
F: 1.202 2.643 3.415  0.1531
F: 0.682 2.188 1.220  -0.0497

---

(4)
Molecular formula: C26H27BInN11S7Sb
Method: DFT, ωB97M-V/def2-TZVPD

Kohn-Sham gap	5.8	eV
charge	-1
HOMO energy	-4.2	eV
LUMO level	1.6	eV
relative energy (zero: lowest compared OMol25 entry of this formula, charge and spin)	1.7746	eV
multiplicity	1

Each line ends with the Löwdin charge.
Geometry (Å):
In: 1.015 -0.158 0.016  0.4885
N: -2.663 -3.103 0.516  0.1249
C: -1.439 -2.519 0.536  -0.2201
N: -1.215 -1.321 0.929  0.0356
C: -2.245 -0.568 1.455  -0.3208
N: -2.045 0.539 2.085  0.0807
N: -0.696 0.817 2.195  -0.0063
C: -0.454 1.995 2.607  -0.0965
C: 0.932 2.446 2.820  -0.2712
C: 1.174 3.632 3.508  -0.0342
C: 2.486 4.016 3.735  -0.0772
C: 3.507 3.218 3.247  -0.0646
C: 3.166 2.066 2.547  -0.1255
N: 1.916 1.680 2.346  0.0905
C: -3.620 -1.049 1.260  -0.0956
C: -4.743 -0.258 1.504  -0.0115
C: -6.012 -0.768 1.316  -0.0802
C: -6.174 -2.083 0.877  -0.0828
C: -5.077 -2.877 0.617  -0.0186
C: -3.797 -2.356 0.804  -0.1917
H: -2.749 -4.053 0.195  0.1381
H: -0.609 -3.121 0.176  0.0585
H: -1.264 2.688 2.840  0.1209
H: 0.344 4.229 3.863  0.1076
H: 2.706 4.927 4.277  0.1028
H: 4.547 3.480 3.391  0.1000
H: 3.932 1.427 2.121  0.1158
H: -4.583 0.757 1.840  0.1133
H: -6.879 -0.150 1.504  0.0998
H: -7.169 -2.484 0.728  0.1020
H: -5.199 -3.893 0.260  0.1129
C: 2.505 4.622 -0.406  -0.0508
N: 1.633 4.317 -1.512  -0.1311
C: 0.585 5.113 -1.938  -0.0721
C: 0.027 4.475 -2.984  -0.0922
N: 0.716 3.303 -3.205  -0.0351
B: 0.366 2.330 -4.347  -0.4627
N: -0.512 1.090 -3.869  0.0223
C: -0.890 0.190 -4.839  -0.0774
C: -1.762 -0.688 -4.304  -0.0819
N: -1.906 -0.327 -2.982  -0.1366
C: -2.759 -0.999 -2.028  -0.0485
C: -1.114 0.750 -2.721  -0.6974
S: -1.012 1.465 -1.159  0.5414
C: 1.702 3.198 -2.287  -0.7974
S: 2.816 1.936 -2.086  0.4925
H: 2.799 5.671 -0.448  0.0868
H: 3.383 3.986 -0.485  0.0433
H: 2.009 4.424 0.545  0.0788
H: 0.341 6.042 -1.455  0.1064
H: -0.812 4.745 -3.598  0.1100
H: -0.332 2.953 -5.122  0.0695
H: 1.352 1.886 -4.875  0.0648
H: -0.495 0.259 -5.836  0.1212
H: -2.269 -1.538 -4.726  0.1185
H: -3.645 -1.368 -2.544  0.1015
H: -3.044 -0.292 -1.252  0.0567
H: -2.233 -1.838 -1.568  0.0410
S: -0.004 -5.847 -4.453  -0.3178
Sb: -0.672 -4.704 -2.653  0.2521
S: 0.624 -2.517 -2.588  -0.1730
S: 2.238 -3.555 -1.786  -0.1647
S: 1.164 -5.098 -0.867  -0.1672
S: 1.086 -2.582 3.372  0.5934
C: 2.616 -3.131 3.086  -0.8814
N: 2.844 -3.873 1.943  0.0525
C: 4.029 -4.398 1.609  -0.0790
C: 5.103 -4.191 2.417  -0.0582
C: 4.860 -3.383 3.550  -0.1428
N: 3.706 -2.872 3.878  0.0608
H: 2.048 -4.016 1.318  0.0379
H: 4.050 -4.961 0.685  0.1194
H: 6.077 -4.592 2.191  0.0950
H: 5.686 -3.142 4.215  0.1063

---

no.,molar mass (g/mol)
1,695.81
2,732.29
3,886.50
4,965.44